{
  "formula": "C42H42ClO8P2S3W",
  "method": "the ωB97M-V functional and the def2-TZVPD basis",
  "de_lowest_ev": 1.582,
  "charge": 2,
  "e_tot_ha": -4631.781089,
  "e_homo_ha": [-0.50838, -0.50886],
  "multiplicity": 2,
  "elements": ["W", "O", "C", "O", "C", "C", "C", "C", "C", "O", "C", "C", "O", "O", "H", "H", "H", "H", "H", "H", "H", "H", "C", "C", "O", "P", "S", "S", "O", "C", "C", "H", "H", "H", "H", "H", "H", "H", "H", "H", "H", "Cl", "C", "C", "C", "C", "C", "C", "P", "C", "C", "C", "C", "C", "C", "C", "C", "C", "C", "C", "C", "H", "H", "H", "H", "H", "H", "H", "H", "H", "H", "H", "H", "H", "H", "O", "S", "C", "C", "C", "C", "C", "C", "C", "C", "C", "C", "C", "C", "H", "H", "H", "H", "H", "H", "H", "H", "H", "H"],
  "coordinates": [[0.377904, -0.794494, -0.065561], [3.830072, -2.519743, -0.130742], [2.665805, -2.691889, 0.019739], [1.914807, -1.673959, 0.609584], [1.921724, -3.982370, -0.225125], [1.173708, -4.435450, 1.061668], [0.956048, -5.944247, 1.006138], [-0.121332, -6.039569, -0.103316], [-0.400777, -4.564840, -0.399732], [-0.139723, -3.903531, 0.853250], [0.726762, -3.962724, -1.250215], [0.413299, -2.540503, -1.624170], [1.320187, -1.752436, -1.953526], [-0.707476, -1.996564, -1.266226], [2.673251, -4.701474, -0.537214], [1.589350, -4.036664, 1.983218], [1.868647, -6.493321, 0.781457], [0.571831, -6.299285, 1.960021], [0.216453, -6.579138, -0.987871], [-1.025327, -6.524614, 0.257825], [-1.399461, -4.319337, -0.740050], [0.987237, -4.516763, -2.152524], [-5.889675, 1.147286, 1.604061], [-4.503981, 0.821462, 1.108014], [-4.338553, -0.622347, 1.172500], [-3.316804, -1.454314, 0.320792], [-3.582288, -3.319445, 0.485874], [-1.479398, -0.682545, 1.216679], [-3.221461, -0.768153, -1.111393], [-4.107736, -1.231459, -2.186253], [-5.534834, -0.802279, -1.949686], [-6.018321, 2.230494, 1.646231], [-6.046247, 0.744755, 2.603960], [-6.647353, 0.736017, 0.938024], [-3.732694, 1.270575, 1.737295], [-4.351455, 1.144648, 0.081720], [-4.010723, -2.313609, -2.252112], [-3.696936, -0.773771, -3.083599], [-5.949443, -1.288205, -1.065242], [-6.150560, -1.081263, -2.805436], [-5.593228, 0.281429, -1.828068], [3.343308, 0.436699, -1.344376], [2.899308, 2.109873, -1.346468], [3.916573, 3.048969, -1.305996], [3.602382, 4.396988, -1.285198], [2.274105, 4.801826, -1.303575], [1.266232, 3.855873, -1.359316], [1.559997, 2.489450, -1.376193], [0.214482, 1.294338, -1.589118], [0.178196, 0.785962, -3.311848], [-0.807399, -0.112835, -3.725669], [-0.854552, -0.518353, -5.047588], [0.084657, -0.041799, -5.956145], [1.070328, 0.840068, -5.542367], [1.117302, 1.261107, -4.220169], [-1.278575, 2.239035, -1.197592], [-1.452801, 2.710603, 0.104731], [-2.507563, 3.555187, 0.397858], [-3.411055, 3.917402, -0.597518], [-3.243527, 3.444059, -1.889700], [-2.167344, 2.618831, -2.195716], [4.945690, 2.711711, -1.300208], [4.397793, 5.130938, -1.266020], [2.021765, 5.853510, -1.288367], [0.237015, 4.185372, -1.400384], [-1.516904, -0.502710, -3.011964], [-1.620984, -1.210707, -5.373832], [0.043868, -0.360392, -6.989676], [1.803788, 1.206404, -6.248641], [1.883862, 1.959398, -3.907592], [-0.746869, 2.444011, 0.882526], [-2.624727, 3.939282, 1.403809], [-4.236169, 4.579329, -0.364315], [-3.931110, 3.737787, -2.672190], [-2.018907, 2.297561, -3.218241], [1.051144, 0.623938, 1.208997], [1.032773, 0.746126, 2.797695], [1.901425, -0.630128, 3.473418], [1.113671, -1.542296, 4.168089], [1.717803, -2.669769, 4.706140], [3.077071, -2.873495, 4.521898], [3.851003, -1.957841, 3.809633], [3.267727, -0.822573, 3.284802], [2.127494, 2.118626, 3.020923], [1.928366, 2.875939, 4.166653], [2.765784, 3.954443, 4.405345], [3.767557, 4.267254, 3.496263], [3.944407, 3.501953, 2.348717], [3.123596, 2.414817, 2.101214], [0.048791, -1.371386, 4.289059], [1.127676, -3.380666, 5.268482], [3.549066, -3.751064, 4.944666], [4.909730, -2.133027, 3.674837], [3.853873, -0.100602, 2.730960], [1.134851, 2.630141, 4.865089], [2.628933, 4.554852, 5.294912], [4.413323, 5.115827, 3.682454], [4.727489, 3.748773, 1.643066], [3.252983, 1.809024, 1.213759]],
  "forces_ev_per_a": [[1.3, 1.6, 0.2], [0.0, -0.1, 0.0], [0.2, 0.1, 0.0], [-0.6, -0.5, -0.3], [0.0, 0.0, 0.0], [0.0, 0.0, -0.1], [0.0, 0.0, 0.0], [0.0, 0.0, 0.0], [0.1, 0.0, 0.0], [0.0, 0.1, 0.0], [0.0, 0.0, -0.3], [0.3, -0.8, 0.2], [0.2, 0.5, 0.3], [-1.0, -0.5, -0.2], [0.0, 0.0, 0.0], [0.0, 0.0, 0.0], [0.0, 0.0, 0.0], [0.0, 0.0, 0.0], [0.0, 0.0, 0.0], [0.0, 0.0, 0.0], [0.0, 0.0, 0.0], [0.0, -0.1, 0.0], [0.0, 0.0, 0.0], [0.0, 0.0, 0.1], [0.0, 0.1, 0.0], [-0.1, -0.1, -0.2], [0.0, 0.1, -0.1], [-0.2, -0.1, 0.1], [0.0, -0.1, 0.3], [0.0, 0.0, 0.0], [0.0, 0.1, 0.0], [0.0, 0.0, 0.0], [0.0, 0.0, 0.0], [0.0, 0.0, 0.0], [0.0, 0.0, 0.0], [0.1, 0.1, -0.1], [0.0, 0.0, 0.0], [0.0, 0.0, 0.0], [0.0, 0.0, 0.0], [0.0, 0.0, 0.0], [0.0, 0.0, 0.0], [-0.1, -0.1, 0.0], [0.1, 0.0, 0.0], [0.1, -0.1, 0.0], [-0.1, 0.1, 0.0], [0.1, 0.0, 0.0], [-0.1, 0.0, 0.0], [0.0, 0.0, -0.1], [0.1, -0.4, 0.2], [0.0, 0.1, 0.0], [0.1, 0.0, -0.1], [0.0, 0.0, 0.0], [0.0, 0.0, 0.0], [0.0, 0.0, 0.0], [0.0, 0.1, 0.0], [0.0, 0.0, 0.0], [0.0, 0.0, 0.0], [0.0, 0.0, 0.0], [0.0, 0.0, 0.0], [0.0, 0.0, 0.0], [-0.1, 0.0, -0.1], [0.0, 0.0, 0.0], [0.0, 0.0, 0.0], [0.0, 0.0, 0.0], [0.0, 0.0, 0.0], [-0.1, 0.0, 0.1], [0.0, 0.0, 0.0], [0.0, 0.0, 0.0], [0.0, 0.0, 0.0], [0.0, 0.0, 0.0], [0.0, 0.0, 0.0], [0.0, 0.0, 0.0], [0.0, 0.0, 0.0], [0.0, 0.0, 0.0], [0.0, -0.1, 0.0], [-0.1, 0.2, 0.5], [0.2, 0.1, -0.3], [0.0, 0.0, -0.2], [-0.1, 0.0, 0.0], [0.0, 0.0, 0.0], [0.0, 0.0, 0.0], [0.0, 0.0, 0.0], [0.0, 0.1, -0.1], [-0.1, 0.0, 0.0], [-0.1, 0.0, 0.1], [0.0, 0.0, 0.0], [0.0, 0.0, 0.0], [0.0, 0.0, 0.0], [0.0, -0.1, 0.0], [0.1, 0.0, 0.0], [0.0, 0.0, 0.0], [0.0, 0.0, 0.0], [0.0, 0.0, 0.0], [0.0, 0.0, 0.0], [0.0, 0.0, 0.0], [0.0, 0.0, 0.0], [0.0, 0.0, 0.0], [0.0, 0.0, 0.0], [0.0, 0.0, 0.1]],
  "lowdin_spin": [0.840, 0.003, 0.007, 0.019, 0.001, 0.000, 0.000, 0.000, 0.000, 0.003, 0.000, 0.005, 0.005, 0.095, 0.000, 0.000, 0.000, 0.000, 0.000, 0.000, 0.000, 0.000, 0.000, 0.000, 0.000, 0.003, -0.004, -0.021, 0.002, 0.000, 0.000, 0.000, 0.000, 0.000, 0.000, 0.000, 0.000, 0.000, 0.000, 0.000, 0.000, 0.001, -0.001, 0.000, -0.001, 0.000, -0.001, -0.001, -0.002, 0.003, 0.000, 0.000, -0.001, 0.000, 0.000, -0.002, -0.001, 0.000, -0.001, 0.000, -0.001, 0.000, 0.000, 0.000, 0.000, 0.000, 0.000, 0.000, 0.000, 0.000, 0.000, 0.000, 0.000, 0.000, 0.000, 0.035, 0.010, 0.002, 0.001, 0.000, 0.001, 0.000, 0.002, -0.001, 0.000, 0.000, 0.000, 0.000, 0.000, 0.000, 0.000, 0.000, 0.000, 0.000, 0.000, 0.000, 0.000, 0.000, 0.000]
}